Entry from OMol25: C30H43Cl3NPTi as an isolated structure at a distorted geometry (ωB97M-V/def2-TZVPD).

Properties
**2S+1**: 1
**LUMO level (alpha / beta)**: -0.9288 / -0.9292 eV
**Energy relative to the best compared isomer or geometry (same formula, charge and spin)**: 20.11 kcal per mole
**Frontier orbital gap (alpha / beta)**: 0.21545 / 0.21563 Eh
**HOMO (alpha / beta)**: -0.250 / -0.250 Ha
**Calculated total energy**: -3795.197576 Ha
**Charge**: 0

The geometry in XYZ format:
```
79
Properties=species:S:1:pos:R:3:forces:R:3
H 1.639544 -3.637497 6.116356 0.0 -0.1 0.0
H -1.051392 -1.303807 -1.818376 0.0 0.3 0.1
H -4.557870 0.384268 -2.310664 0.0 0.0 0.0
C 2.097134 -3.442867 5.155943 -0.2 0.1 -0.1
H -3.253342 -2.122359 -1.151594 0.0 0.0 0.0
H -0.418154 6.085800 -0.515236 0.0 -0.1 0.0
C -3.567092 -1.073726 -1.076104 0.0 0.0 0.0
H -1.523138 5.086610 -1.443115 0.0 0.0 0.0
C -0.389316 0.069609 2.684257 1.1 -0.6 0.0
H -0.187002 1.147317 2.814217 0.0 -0.5 0.0
H 4.599484 -1.768924 -2.351060 -0.1 0.0 0.0
H -4.393498 -1.048533 -0.355889 0.1 0.0 -0.1
C 1.537660 -2.452039 4.347795 0.6 -0.2 -0.3
H -0.081813 4.312439 1.132627 0.0 0.0 -0.1
Cl 5.083256 -4.681827 2.874737 0.4 -0.3 -0.2
H 1.116825 2.422642 -0.095213 -0.3 0.0 -0.3
C 4.187170 -1.193441 -3.190109 0.0 0.0 0.2
C -0.883011 4.178366 0.395729 0.1 -0.1 0.1
C -0.994656 2.690313 0.040551 0.1 0.0 -0.2
C -2.920824 -0.392779 -3.466051 0.0 0.1 -0.1
C 0.430657 3.059891 -2.038801 -0.2 0.2 0.2
H -1.101173 2.084614 0.953013 0.0 0.1 -0.3
H -1.901380 2.540553 -0.565402 0.2 0.1 0.1
H 2.512721 -1.329880 -4.535796 0.1 -0.1 0.0
C 1.721794 -1.463342 -2.558638 0.1 0.2 0.2
C -0.614009 5.056037 -0.829827 -0.2 -0.1 -0.1
H 0.758687 -1.833090 -2.936011 0.2 0.1 0.1
C -1.270433 -0.241291 -1.605084 0.3 0.2 -0.4
C 3.729072 -3.834464 3.478827 -0.2 0.3 -0.2
C -4.073380 -1.181071 4.424522 0.2 0.1 -0.1
H -2.057965 1.447995 -2.700205 0.0 -0.3 -0.1
H 1.403832 0.563352 -3.219928 0.1 -0.1 0.2
H 1.491732 4.725935 -1.180657 -0.1 -0.1 0.0
H 0.589759 5.124718 -2.626861 0.0 0.1 0.0
H -3.300068 0.106658 -4.362046 -0.1 -0.1 0.0
C 2.821473 -1.767070 -3.577383 -0.1 0.2 -0.1
H -2.018561 -0.661196 0.401608 -0.1 0.1 -0.3
N 2.083788 -2.137092 3.149890 0.7 -1.6 1.2
H -4.064532 0.766224 5.380355 0.0 -0.2 -0.2
P 0.351123 0.408967 -1.012088 0.0 -0.7 2.3
Cl 2.421611 0.845061 1.680873 0.6 -0.2 0.4
H -4.798855 -1.269695 -2.846817 0.0 0.1 0.0
C -2.392371 -0.247234 -0.544341 0.2 0.0 -0.1
C -3.416843 -2.030883 3.524087 0.0 0.3 0.2
C 3.203166 -4.163012 4.722420 -0.4 0.5 -0.1
C -2.384920 0.518823 4.073919 0.3 -0.7 -0.4
H 3.925040 0.890772 -3.689472 0.0 0.0 0.0
H 3.230847 0.077216 -0.818099 0.1 0.1 -0.2
C -1.742282 0.411283 -2.905536 -0.3 -0.2 0.0
C 0.243584 2.240206 -0.754789 0.5 -0.1 -0.4
H 1.329040 2.733651 -2.583158 -0.2 0.1 0.1
H -0.425575 2.888773 -2.708874 0.2 0.1 0.1
H -1.808786 4.501631 0.883228 0.1 0.0 0.0
H 3.543328 -2.586394 1.702975 -0.1 0.0 0.4
H -3.824293 -3.018054 3.300185 0.1 0.3 0.1
C 0.540175 4.550693 -1.698469 0.2 0.0 -0.1
Cl 0.185012 -2.551166 0.464476 0.1 -0.7 0.5
C 1.654101 0.047326 -2.273151 -0.5 0.5 -0.5
H -1.967901 1.508409 4.259398 -0.2 -0.2 0.0
H -4.979704 -1.514967 4.922879 0.1 0.1 -0.1
C -3.554579 0.097693 4.685528 -0.2 -0.3 0.0
H 0.630462 -1.903102 4.626376 0.5 -0.2 -0.1
C 4.117561 0.284767 -2.795074 -0.1 0.0 -0.1
H 2.892540 -2.846842 -3.727506 0.0 0.0 0.0
H 1.902804 -1.981003 -1.606787 0.0 0.0 -0.2
H 3.652998 -4.953839 5.315917 -0.1 0.2 -0.1
H -2.553882 -1.373270 -3.788964 0.0 0.0 0.0
H -2.724700 0.776461 -0.329529 0.0 -0.3 -0.1
H 2.975583 1.648822 -1.562489 0.0 -0.2 0.0
C 3.015054 0.570945 -1.775998 -0.2 -0.2 0.1
H -1.709334 -2.289535 2.218607 -0.3 0.3 0.4
C 3.167807 -2.831462 2.699319 -0.9 0.4 0.7
H 5.079648 0.614778 -2.391294 0.0 0.0 -0.1
C -4.049487 -0.579515 -2.446029 0.0 0.2 0.1
C -2.231417 -1.625083 2.920416 0.3 0.3 0.2
H 4.882786 -1.315771 -4.026368 0.0 0.0 0.1
C -1.663526 -0.354401 3.211334 -1.1 -0.2 0.3
H -0.922899 0.459500 -3.642238 -0.3 0.0 0.2
Ti 1.025105 -0.927594 1.874754 -1.7 3.0 -2.7
```
Positions in Å, forces in eV/Å.

In elementary charge units, the Löwdin charges are: 0.116 0.082 0.112 -0.023 0.114 0.106 -0.193 0.112 -0.253 0.024 0.111 0.111 -0.075 0.115 0.729 0.068 -0.205 -0.195 -0.203 -0.202 -0.208 0.092 0.101 0.114 -0.229 -0.204 0.105 -0.465 -0.656 -0.105 0.105 0.111 0.114 0.106 0.106 -0.201 0.061 -0.099 0.099 1.033 0.091 0.105 -0.210 -0.095 -0.058 -0.056 0.113 0.064 -0.211 -0.450 0.095 0.105 0.109 0.126 0.101 -0.200 0.088 -0.457 0.106 0.092 -0.100 0.123 -0.200 0.108 0.067 0.120 0.112 0.099 0.102 -0.237 0.042 -0.116 0.109 -0.201 -0.087 0.105 -0.341 0.108 0.300